# 1
{
  "formula": "C18H28CuN4O4STa",
  "method": "ωB97M-V/def2-TZVPD",
  "species": ["N", "H", "H", "C", "H", "H", "H", "H", "C", "C", "S", "H", "H", "O", "H", "N", "C", "C", "H", "C", "H", "H", "C", "H", "C", "O", "C", "C", "C", "N", "H", "H", "H", "C", "Cu", "H", "H", "H", "H", "H", "N", "H", "H", "O", "C", "C", "C", "H", "H", "C", "O", "C", "Ta", "H", "H", "C", "H"],
  "xyz": [[-0.48447, -0.06707, 1.57817], [1.55211, -3.05845, -0.55331], [2.42322, 2.67065, -3.55110], [-0.66662, -3.82329, 0.42577], [2.39221, 4.02754, -2.40943], [-0.22877, 4.19177, -2.98728], [0.92793, 1.17313, -4.09630], [-2.64252, -1.95789, 0.27688], [1.96040, 1.36311, 3.86376], [0.84196, 2.57311, -2.03593], [-1.48712, -0.42611, 2.94445], [0.65647, 1.55888, 7.00623], [2.99104, 2.43455, -1.87073], [1.54509, 0.51783, 0.87364], [-0.67652, -3.16758, 1.30562], [-1.80381, 0.83057, -0.47017], [0.73946, 0.38539, 1.90177], [-1.10273, -3.06281, -0.82615], [0.36751, -0.38976, -3.48438], [-0.21379, 3.09352, -3.01837], [1.36767, 2.90704, 0.05294], [2.66744, 2.21754, 5.70388], [1.85824, 1.68134, 5.21139], [-1.74828, -4.78935, -1.94625], [0.90238, 0.65365, 3.28297], [-3.90198, 1.89773, -0.06021], [-1.00526, -3.98918, -2.05187], [-2.83717, 1.40761, -0.19872], [1.06774, 0.45848, -3.27308], [-0.21911, -1.89014, -1.04099], [-0.00985, -4.44554, -2.11495], [0.01041, 2.80182, -4.04974], [0.33080, -4.25528, 0.28899], [0.71403, 1.30354, 5.94472], [-1.13188, -1.33779, -2.70131], [-3.18515, -3.46634, -0.51764], [1.44606, -2.49612, -2.23627], [-1.23954, 0.30981, 5.90275], [2.79863, 1.62988, 3.22775], [0.70289, 4.30194, -0.81115], [0.75802, 1.10504, -1.98069], [1.89380, -1.35856, -0.95063], [-1.37199, -4.65027, 0.60145], [-2.69042, 0.35712, 2.83239], [-0.24422, 0.29584, 3.99276], [0.60454, 3.21618, -0.67310], [-0.35110, 0.60894, 5.34454], [-0.40359, 3.02153, -0.28356], [2.10891, 0.09070, -3.32022], [2.25299, 2.94356, -2.50359], [-1.54518, -1.86980, 2.97410], [-2.54475, -2.57534, -0.62911], [-0.00741, 0.03638, -0.44779], [-1.20929, 2.71663, -2.74885], [-1.22302, -3.47230, -3.00679], [1.23842, -2.22396, -1.19439], [-2.94484, -2.00941, -1.49289]],
  "forces_ev_per_angstrom": [[1.06, -0.30, 0.42], [-0.21, 0.49, -0.03], [0.05, 0.09, 0.22], [-0.04, -0.17, 0.11], [0.05, -0.26, -0.09], [-0.04, -0.33, -0.03], [0.04, -0.43, 0.28], [0.00, -0.17, -0.31], [-0.47, -0.48, -0.09], [0.36, 0.69, -0.39], [-0.32, -0.28, -1.24], [-0.02, -0.10, -0.40], [-0.04, 0.19, -0.15], [-0.73, -0.17, 0.68], [0.00, -0.22, -0.22], [0.33, -0.12, -0.48], [-0.89, -0.78, -0.82], [-0.65, -0.67, 0.45], [0.55, 0.27, -0.11], [-0.09, 0.16, -0.06], [-0.17, 0.07, -0.10], [-0.25, -0.09, -0.08], [-0.29, -0.15, 0.29], [0.22, 0.17, -0.14], [0.71, 0.84, 0.69], [2.78, -0.96, -0.02], [0.01, -0.09, 0.39], [-3.02, 0.71, -0.26], [0.26, 0.10, -0.16], [1.24, 1.08, 0.66], [-0.26, 0.09, -0.16], [-0.15, 0.18, 0.17], [-0.29, -0.07, 0.20], [0.27, -0.01, -0.24], [-0.48, 0.25, -0.64], [0.15, 0.47, -0.02], [0.17, 0.13, 0.26], [0.30, 0.22, -0.03], [0.02, 0.08, 0.30], [-0.12, -0.32, 0.21], [-1.13, -1.67, 1.02], [-0.10, -0.11, -0.06], [0.30, 0.26, -0.02], [1.24, -0.61, 0.33], [0.03, 0.38, 1.39], [0.12, -0.04, 0.14], [-0.06, -0.25, -0.34], [0.17, 0.07, -0.03], [-0.49, 0.02, 0.02], [0.10, 0.18, 0.04], [0.06, 1.45, 0.41], [0.01, -0.26, 0.13], [-0.51, 0.72, -1.45], [0.15, 0.15, -0.05], [-0.01, -0.08, -0.04], [0.03, -0.30, -0.59], [0.05, -0.02, 0.08]],
  "e_above_lowest_kcal_mol": 0.0,
  "e_lumo_ev": [-7.6, -7.6],
  "energy_ev": -90282.991,
  "charge": 2,
  "homo_ev": [-15.516, -15.517]
}

***

# 2
{
  "formula": "C24H34I2N3O5PtSSi",
  "method": "ωB97M-V/def2-TZVPD",
  "species": ["H", "C", "O", "C", "H", "H", "H", "H", "N", "N", "H", "C", "O", "C", "O", "C", "C", "C", "H", "C", "H", "C", "C", "C", "C", "H", "H", "Si", "H", "H", "C", "H", "H", "C", "H", "I", "C", "H", "C", "H", "H", "H", "H", "H", "H", "I", "C", "C", "N", "C", "H", "H", "S", "H", "H", "H", "H", "C", "H", "C", "H", "H", "C", "Pt", "O", "C", "C", "H", "O", "H", "H"],
  "xyz": [[-2.58232, 2.79826, -2.31043], [5.01119, -0.56693, 3.49213], [-4.11805, -1.14864, -0.76679], [-2.75227, 2.52889, -3.35657], [-4.35609, -3.78077, -0.98536], [-4.38137, -2.42772, -3.13494], [-4.26196, 0.58621, 1.28116], [-0.51940, 1.37214, -2.27961], [3.03086, -0.11601, 2.17769], [7.24037, -0.89946, 4.69695], [-2.04450, -0.26529, -5.28233], [7.18665, 0.33432, -0.06790], [-2.88862, 0.17494, -2.83046], [-2.10328, 0.53088, 1.20104], [8.38973, -1.21306, 4.53421], [-1.95755, -0.90540, 1.67328], [-5.35601, -1.89110, -1.27991], [6.51558, 0.03190, 1.13355], [-0.32599, 0.05870, -3.48977], [-0.68739, 1.07738, -3.31908], [-5.23821, -3.18379, 0.44403], [-2.16155, 1.17117, -3.67521], [2.80227, -0.85822, 4.41069], [5.12647, 0.09358, 1.13560], [-5.24921, -3.25687, -0.64330], [-1.01975, -1.33893, 1.31402], [-1.96278, -0.93355, 2.76352], [-3.06925, -0.13678, -1.31272], [1.18528, -0.38668, 3.04241], [-3.47660, 1.15775, 2.74294], [6.45860, 0.69369, -1.17636], [-2.78426, -1.52321, 1.32786], [8.26812, 0.29013, -0.11063], [-2.43422, 0.73574, -5.09866], [-7.45292, -1.55990, -1.08958], [2.25761, 3.35166, 0.56288], [5.06562, 0.74728, -1.10697], [-2.28183, 3.29047, -3.97806], [4.38176, -0.19205, 2.30207], [0.04997, 0.98371, 1.35808], [-6.11763, -3.84858, -0.93176], [8.24804, -0.37773, 2.40381], [2.13934, -1.13212, 5.21930], [-1.02199, 2.40963, 1.29123], [-6.53278, -1.05138, 0.32594], [4.76841, 4.08161, 0.16002], [2.25455, -0.44249, 3.19713], [-6.52672, -1.08674, -0.76336], [4.43199, 0.43319, 0.01844], [-5.29495, -1.94160, -2.78896], [-3.82179, 2.54202, -3.56654], [-6.13824, -2.53028, -3.14885], [1.55337, -0.65593, -1.20597], [-0.11652, 1.74604, -3.96307], [-3.48955, 2.18886, 1.30672], [6.93812, 0.93206, -2.11551], [-6.51696, -0.07126, -1.16377], [4.16389, -0.91807, 4.57190], [-3.50392, 0.74513, -5.30450], [-0.93434, 1.38560, 1.65896], [4.45787, 1.01780, -1.95793], [-1.95004, 1.42631, -5.78871], [6.45222, -0.59595, 3.46305], [2.44008, 0.46973, 0.27777], [6.65631, -0.79270, 5.75326], [7.16760, -0.32811, 2.35423], [-3.41167, 1.15850, 1.65494], [-5.37303, -0.94800, -3.23217], [-2.07075, 0.56469, -0.28667], [4.58768, -1.23369, 5.51222], [-0.94335, 1.42904, 2.74937]],
  "forces_ev_per_angstrom": [[-0.01, -0.01, -0.01], [-0.10, -0.06, 0.06], [0.03, 0.10, -0.11], [0.02, 0.02, 0.01], [-0.02, 0.00, 0.02], [-0.01, 0.01, 0.00], [-0.02, -0.01, 0.01], [-0.01, 0.00, 0.00], [0.11, 0.65, 0.07], [-0.05, -0.12, -0.05], [-0.02, 0.01, 0.00], [0.00, 0.03, 0.01], [0.02, -0.03, 0.03], [-0.05, 0.06, 0.05], [-0.05, 0.04, 0.03], [0.07, 0.02, -0.07], [0.04, 0.02, 0.06], [0.02, -0.02, -0.04], [-0.01, 0.02, 0.00], [0.02, -0.02, -0.02], [0.01, 0.00, -0.02], [-0.03, -0.04, 0.02], [-0.07, -0.03, -0.03], [0.18, 0.13, -0.18], [-0.01, -0.03, -0.01], [-0.02, 0.00, 0.00], [0.02, 0.01, -0.01], [0.05, 0.12, 0.14], [-0.02, 0.06, 0.02], [0.03, 0.01, -0.01], [-0.01, 0.00, -0.05], [-0.02, -0.02, 0.00], [0.00, -0.02, 0.01], [0.00, 0.02, -0.01], [-0.01, -0.01, 0.01], [0.12, -0.44, 0.29], [-0.05, -0.14, 0.00], [0.00, 0.00, -0.01], [0.01, -0.16, 0.29], [-0.35, -0.08, -0.09], [-0.01, -0.01, 0.00], [0.00, -0.01, -0.02], [0.00, 0.00, -0.01], [-0.02, -0.03, -0.06], [0.01, 0.01, -0.02], [0.05, 0.14, 0.03], [-0.07, 0.01, -0.02], [-0.03, 0.00, -0.01], [-0.15, 0.24, 0.08], [0.01, 0.00, -0.01], [0.02, 0.00, 0.01], [-0.01, 0.00, -0.01], [-0.07, 0.17, -0.02], [0.00, 0.01, -0.01], [-0.01, -0.01, 0.00], [0.01, 0.00, 0.00], [0.00, -0.01, 0.01], [0.06, 0.02, -0.02], [0.02, -0.01, 0.00], [0.19, 0.13, 0.10], [0.01, 0.02, -0.02], [0.01, 0.01, -0.01], [0.07, 0.00, 0.16], [0.03, -0.59, -0.52], [0.07, 0.05, -0.04], [0.10, 0.04, -0.02], [-0.02, -0.05, -0.06], [0.01, -0.01, 0.01], [-0.10, -0.23, 0.03], [0.00, 0.01, -0.01], [0.00, 0.03, 0.01]],
  "e_above_lowest_kcal_mol": 15.7,
  "e_lumo_ev": [-11.7, -11.7],
  "energy_ev": -78282.682,
  "charge": 3,
  "homo_ev": [-17.590, -17.590]
}